Below is a cluster of 8 separate species, C21H21Cl28F5O3 in total in a non-equilibrium geometry, with properties calculated with ωB97M-V with the def2-TZVPD basis set.

Each atom is followed by the atoms it is bonded to, with distances in Å.
CARTESIAN COORDINATES (ANGSTROEM)
1 C 0.786 2.356 1.384  C2 1.352, H23 1.086, H24 1.083
2 C 1.754 1.695 0.709  C1 1.352, C3 1.517, H25 1.098
3 C 1.632 1.269 -0.741  C2 1.517, C4 1.559, H26 1.083, H27 1.084
4 C 0.784 -0.025 -0.933  C3 1.559, C5 1.535, C8 1.566, O18 1.428
5 C 1.219 -0.640 -2.271  C4 1.535, C6 1.535, H28 1.088, H29 1.090
6 C 0.512 -1.942 -2.672  C5 1.535, O7 1.428, H30 1.091, H31 1.083
7 O 1.337 -2.699 -3.558  C6 1.428, H32 0.958
8 C -0.700 0.446 -1.096  C4 1.566, C9 1.534, H33 1.087, H34 1.085
9 C -1.662 -0.073 -0.019  C8 1.534, C10 1.529, H35 1.089, H36 1.084
10 C -2.210 -1.446 -0.409  C9 1.529, C11 1.525, H37 1.086, H38 1.085
11 C -3.052 -2.103 0.679  C10 1.525, F12 1.351, F13 1.364, C14 1.538
12 F -3.636 -1.154 1.441  C11 1.351
13 F -4.039 -2.823 0.075  C11 1.364
14 C -2.235 -3.080 1.542  C11 1.538, F15 1.344, F16 1.343, F17 1.350
15 F -1.032 -2.563 1.846  C14 1.344
16 F -2.061 -4.243 0.894  C14 1.343
17 F -2.873 -3.341 2.703  C14 1.350
18 O 0.864 -0.920 0.178  C4 1.428, C19 1.372
19 C 1.953 -1.751 0.249  O18 1.372, O20 1.210, C21 1.516
20 O 1.759 -2.944 0.320  C19 1.210
21 C 3.363 -1.197 0.306  C19 1.516, C22 1.529, H39 1.087, H40 1.087
22 C 4.373 -2.293 0.649  C21 1.529, H41 1.082, H42 1.085, H43 1.086
23 H -0.219 1.945 1.399  C1 1.086
24 H 0.934 3.292 1.908  C1 1.083
25 H 2.691 1.442 1.222  C2 1.098
26 H 1.230 2.090 -1.323  C3 1.083
27 H 2.653 1.108 -1.066  C3 1.084
28 H 2.298 -0.762 -2.339  C5 1.088
29 H 0.972 0.106 -3.027  C5 1.090
30 H 0.379 -2.561 -1.784  C6 1.091
31 H -0.459 -1.783 -3.125  C6 1.083
32 H 2.166 -2.828 -3.097  O7 0.958
33 H -1.043 0.145 -2.083  C8 1.087
34 H -0.757 1.529 -1.084  C8 1.085
35 H -2.504 0.617 -0.006  C9 1.089
36 H -1.238 -0.060 0.979  C9 1.084
37 H -1.384 -2.108 -0.651  C10 1.086
38 H -2.843 -1.305 -1.279  C10 1.085
39 H 3.407 -0.380 1.022  C21 1.087
40 H 3.669 -0.777 -0.648  C21 1.087
41 H 4.271 -2.561 1.693  C22 1.082
42 H 4.197 -3.139 -0.007  C22 1.085
43 H 5.380 -1.948 0.436  C22 1.086
44 Cl -0.354 4.938 -3.098  C45 1.767
45 C 0.637 5.675 -1.834  Cl44 1.767, Cl46 1.770, Cl47 1.767, Cl48 1.765
46 Cl 1.312 4.398 -0.810  C45 1.770
47 Cl 1.949 6.599 -2.573  C45 1.767
48 Cl -0.361 6.749 -0.851  C45 1.765
49 Cl 3.002 -6.100 5.124  C50 1.767
50 C 4.024 -5.111 4.076  Cl49 1.767, Cl51 1.762, Cl52 1.770, Cl53 1.768
51 Cl 3.118 -4.624 2.645  C50 1.762
52 Cl 4.548 -3.668 4.957  C50 1.770
53 Cl 5.444 -6.045 3.587  C50 1.768
54 Cl -5.546 -0.023 -1.807  C55 1.771
55 C -6.553 0.104 -0.356  Cl54 1.771, Cl56 1.760, Cl57 1.769, Cl58 1.768
56 Cl -6.555 -1.442 0.486  C55 1.760
57 Cl -5.902 1.359 0.706  C55 1.769
58 Cl -8.204 0.529 -0.826  C55 1.768
59 Cl -6.713 3.429 5.435  C60 1.765
60 C -6.698 3.968 3.754  Cl59 1.765, Cl61 1.766, Cl62 1.769, Cl63 1.765
61 Cl -6.595 5.730 3.699  C60 1.766
62 Cl -5.298 3.272 2.928  C60 1.769
63 Cl -8.176 3.436 2.949  C60 1.765
64 Cl 6.617 2.365 -0.568  C65 1.766
65 C 5.628 2.793 -1.967  Cl64 1.766, Cl66 1.766, Cl67 1.770, Cl68 1.770
66 Cl 6.628 3.602 -3.176  C65 1.766
67 Cl 4.950 1.322 -2.681  C65 1.770
68 Cl 4.330 3.883 -1.457  C65 1.770
69 Cl 3.838 2.664 2.361  C70 1.779
70 C 4.995 3.287 3.559  Cl69 1.779, Cl71 1.766, Cl72 1.767, Cl73 1.766
71 Cl 5.645 1.940 4.499  C70 1.766
72 Cl 6.313 4.116 2.723  C70 1.767
73 Cl 4.173 4.420 4.636  C70 1.766
74 Cl -6.605 -4.894 -4.504  C75 1.766
75 C -6.169 -3.232 -4.907  Cl74 1.766, Cl76 1.769, Cl77 1.767, Cl78 1.764
76 Cl -4.425 -3.015 -4.700  C75 1.769
77 Cl -6.606 -2.897 -6.586  C75 1.767
78 Cl -7.025 -2.119 -3.839  C75 1.764

Summary:
Frontier orbital gap   8.767 eV
Total charge   0
HOMO level   -0.3237 Eh
Max |F|   0.046 hartree/bohr
E_tot   -392471.0318 eV
SMILES string   C=CC[C@](CCO)(CCCC(F)(F)C(F)(F)F)OC(=O)CC.ClC(Cl)(Cl)Cl.ClC(Cl)(Cl)Cl.ClC(Cl)(Cl)Cl.ClC(Cl)(Cl)Cl.ClC(Cl)(Cl)Cl.ClC(Cl)(Cl)Cl.ClC(Cl)(Cl)Cl

For reference, the Mulliken charges in units of e are:
1 C -0.748
2 C 0.405
3 C -0.454
4 C 2.117
5 C -1.662
6 C -0.450
7 O -0.621
8 C -1.824
9 C -0.449
10 C -1.000
11 C 1.006
12 F -0.294
13 F -0.332
14 C 0.455
15 F -0.191
16 F -0.263
17 F -0.292
18 O 0.011
19 C 0.359
20 O -0.585
21 C 0.855
22 C -1.351
23 H 0.059
24 H 0.364
25 H -0.353
26 H 1.339
27 H -1.232
28 H 0.434
29 H 0.711
30 H 0.282
31 H 0.345
32 H 0.357
33 H 0.671
34 H 0.431
35 H 0.472
36 H 0.579
37 H 0.013
38 H 0.268
39 H -0.195
40 H -0.016
41 H 0.133
42 H 0.353
43 H 0.451
44 Cl -0.111
45 C 0.286
46 Cl 0.028
47 Cl -0.113
48 Cl -0.111
49 Cl -0.110
50 C 0.311
51 Cl -0.008
52 Cl -0.113
53 Cl -0.109
54 Cl -0.079
55 C 0.253
56 Cl -0.082
57 Cl 0.008
58 Cl -0.113
59 Cl -0.092
60 C 0.342
61 Cl -0.095
62 Cl -0.075
63 Cl -0.094
64 Cl -0.074
65 C 0.291
66 Cl -0.105
67 Cl -0.104
68 Cl -0.016
69 Cl -0.017
70 C 0.280
71 Cl -0.114
72 Cl -0.103
73 Cl -0.118
74 Cl -0.099
75 C 0.317
76 Cl -0.074
77 Cl -0.100
78 Cl -0.044